Below is a 2-piece molecular cluster, C5H11NO overall in a non-equilibrium geometry, with properties calculated with ωB97M-V/def2-TZVPD.

Cartesian coordinates (Å):
C  -0.62893  0.38109  -0.55987
C  -1.75812  1.40100  -0.68827
H  -1.31952  2.23359  -1.24785
H  2.81291  0.15940  -0.17625
C  -0.52717  -0.27542  0.67275
H  1.27368  -1.51433  -0.64859
H  1.84710  -2.53977  0.65620
C  0.74980  -0.80641  1.21978
C  -3.04605  1.09670  -0.42829
H  3.33299  0.57601  -1.57280
N  1.57656  -1.60029  0.34427
H  -3.92183  1.71044  -0.40994
H  1.26735  0.02873  1.78254
H  -1.54779  -0.22815  1.25657
O  2.51872  0.36184  -1.11738
H  -3.13008  0.18214  0.15835
H  -0.02522  0.23378  -1.41591
H  0.52559  -1.40038  2.17469

E_HOMO   -8.336 eV
SMILES   C=C/C=C/CN.O
ΔE to the lowest compared entry with this formula, charge and spin   3.7338 eV
Gap between HOMO and LUMO   9.14 eV